DFT (ωB97M-V/def2-TZVPD) results for a molecular structure, C22H56Be2N5O11 in a non-equilibrium geometry.

The geometry in XYZ format:
```
96
Properties=species:S:1:pos:R:3:forces:R:3
C 0.044238 2.966964 1.181479 0.214 -0.619 1.448
C -3.722789 -0.311627 0.933039 -3.878 1.831 1.525
H -0.465542 2.012834 1.315116 0.350 -0.293 -0.171
H 7.201696 0.216116 -0.850583 0.162 0.091 -0.276
H 2.867268 2.420075 -3.180741 0.161 -0.241 -0.730
C -1.686287 -3.817141 -1.224813 0.777 0.085 0.403
H 0.173776 0.816381 -6.384954 -0.248 0.108 -0.449
H -1.912645 -0.566772 0.499686 0.532 -0.173 -0.826
N -0.969712 3.292001 -0.912243 -1.634 -0.585 1.166
C -4.991977 -1.107241 1.349180 0.952 0.808 -0.492
H -3.878716 0.085114 -0.070152 -0.279 0.348 -0.135
H -2.236124 -1.366073 1.745369 -0.612 -0.460 0.823
H 1.051467 2.813623 0.794084 -0.273 -0.064 -0.673
O 1.066700 0.693851 -6.054398 1.149 -0.270 -0.206
H -0.660998 2.330370 -0.919299 1.742 -1.150 -0.508
H -1.931370 -4.959532 -3.066595 0.082 -0.379 -0.053
C -2.867699 1.593572 4.164613 0.182 -1.301 -0.725
C -3.448345 0.858520 1.840161 0.203 2.337 1.129
H 0.945718 -3.361865 -4.814367 -0.710 0.741 -0.086
H -1.812822 7.018785 2.428809 0.506 0.123 0.277
H -2.604227 1.000851 5.040606 -0.028 0.384 0.055
H -0.330557 -5.128910 -2.170329 -0.293 -0.523 -0.199
C 0.922895 -0.242287 -5.120891 -2.076 0.755 2.269
H -1.932147 3.101705 -1.152250 -0.640 1.057 -0.900
H -4.985491 -1.849609 0.551087 -0.760 -0.568 0.538
H 4.625085 4.426406 -0.797929 0.022 0.266 -0.183
H -3.577359 2.374055 4.439050 -0.863 -0.493 -0.365
C -0.897797 3.843825 0.397579 0.677 -1.957 -0.144
C -2.113919 -4.822061 -0.166402 0.542 -0.911 -0.169
H 0.607827 -2.221969 0.147569 0.051 -0.310 -0.717
H -5.909144 -0.518274 1.352383 0.094 0.008 -0.222
H -4.843284 -1.481601 2.362017 -0.015 -0.440 -0.230
N 3.256974 1.885088 -2.417844 -1.576 -1.657 0.141
O -0.226670 5.750730 1.750965 -1.063 -0.513 -1.032
C 0.049283 -3.909878 -4.524236 -0.364 -1.029 -0.352
C 4.361928 2.573366 -1.834137 0.697 -0.748 1.313
H -0.989854 5.887046 -0.208371 -0.620 0.162 0.289
H 0.721584 -3.881761 0.253619 0.209 0.064 -0.771
O -0.112100 -1.537579 3.783698 0.280 0.993 0.166
H 2.067052 -3.856351 3.437192 0.263 0.389 -0.621
C 0.543395 -3.000094 1.958536 -0.573 -0.553 1.111
H -1.904396 3.799133 0.813373 -0.193 0.503 0.152
C 6.535595 0.100482 -1.705591 -0.299 0.714 -0.461
C 4.901637 1.677018 -0.689721 -0.040 -0.460 -1.280
O 1.716198 -0.541902 -4.256733 5.363 -0.353 1.929
C 3.829783 3.835336 -1.252057 0.698 1.402 -0.132
H 0.257933 3.334416 2.185177 -0.425 0.491 0.059
Be 3.011990 -0.720860 -2.157484 -2.607 3.590 -0.066
H -1.418247 -5.653645 -0.054162 0.348 0.065 -0.093
N -2.834383 -2.939524 -1.457517 0.787 0.395 -1.780
H 0.433942 -4.927745 -4.460408 -0.188 -0.303 0.551
C 1.243767 -4.102997 2.766763 -0.961 -0.814 0.102
C -0.355595 5.257178 0.415394 -0.167 2.742 0.651
H 2.579291 2.051756 -1.687728 -1.002 -0.880 0.036
H -3.021917 -5.322038 -0.503546 -0.338 0.122 0.229
H -0.200690 0.653785 3.962762 -0.334 -0.321 -0.689
N -2.657307 -1.150463 0.853067 3.900 -2.236 -0.331
H 1.114974 -0.130572 4.782190 0.363 -0.233 -0.306
H 5.076963 2.731888 -2.641416 0.533 0.162 0.471
H 1.585194 -1.277427 2.555974 0.330 0.209 0.429
H 0.046080 -0.932887 1.847841 -0.185 0.172 -0.487
O -3.252112 0.525119 3.218665 -0.017 0.832 0.055
H 4.208691 1.387904 0.100430 -0.661 0.603 -0.258
H -1.336167 5.604024 3.504280 -0.059 0.311 -0.142
H -2.334982 5.447370 2.015660 0.092 -0.381 0.025
H 1.477405 -4.885510 2.044823 0.830 0.107 -0.047
H -0.803498 -3.967255 -5.200677 0.597 0.372 -0.777
O 1.419346 0.570163 -0.649849 4.260 2.595 1.681
H -0.447993 -0.277297 5.427607 -0.395 -0.421 -0.285
H 6.717455 0.771029 -2.545466 0.724 0.194 0.207
H -3.113505 -2.633856 -0.536232 0.163 1.275 0.553
H -2.584094 1.412908 1.474326 1.036 -0.323 -0.174
O -0.237664 -0.663998 -4.932917 -4.713 -0.924 -0.369
H -1.999101 2.167922 3.842479 0.399 -0.310 -0.404
C 0.078688 -0.267823 4.473347 0.556 -0.856 0.340
H 5.698800 2.200514 -0.161906 0.702 -0.517 -0.347
C -1.508977 5.973993 2.493665 0.954 -0.327 -1.220
H -3.556131 -3.605020 -1.694793 -0.744 0.297 -0.943
O -0.506097 -3.458871 -3.299159 -0.617 1.274 1.283
H 0.563543 5.268651 -0.170410 0.596 -0.054 0.872
Be -1.588006 -1.263956 -2.877701 3.104 -1.696 1.083
H -0.532391 -3.169414 1.912492 -0.368 -0.818 0.131
O 0.524206 -1.073106 -1.559206 2.003 -8.387 -5.276
O -0.755233 0.313957 -0.885795 -5.333 3.492 0.877
C -1.140198 -4.475030 -2.494405 0.392 1.008 0.276
H 3.399874 4.363677 -2.103016 -0.152 0.583 0.354
O 5.192416 0.394139 -1.286614 -0.470 -1.554 0.486
H -4.146989 1.691542 1.762128 -1.102 -0.327 0.031
H -2.220547 -4.407200 0.835907 -0.302 0.273 -0.228
H 0.585377 -4.687564 3.409335 -0.540 0.545 0.246
C 0.551938 -1.622981 2.523095 0.648 1.295 0.842
C 0.422905 -0.043301 -0.961063 -0.299 1.893 -0.341
H -0.899578 -3.156347 -0.860751 0.092 -0.199 0.108
H 3.090995 3.703330 -0.461572 -0.187 -0.375 -0.125
H 6.622738 -0.900616 -2.127843 -0.380 -0.111 0.407
N 1.068762 -2.998683 0.599653 0.266 0.350 0.679
```
Positions in Å, forces in eV/Å.

As for the net charge: +2. Its electronic energy is -54472.24420 eV. The calculation puts the HOMO-LUMO gap (alpha / beta) at 5.6 / 3.9 eV. The HOMO energy (alpha / beta) comes out at -13.717 / -13.710 eV. Its molar mass is 584.74 Da. As for the multiplicity: 2.

These are the Mulliken partial charges, in e, on atoms 1 to 6: number 1, C, carries -0.021; number 2, C, carries 0.213; number 3, H, carries -0.420; number 4, H, carries 0.309; number 5, H, carries 0.272; number 6, C, carries 2.363